16
Properties=species:S:1:pos:R:3:forces:R:3:nbo_charge:R:1 method="wB97M-V/def2-TZVPD" spin_multiplicity=1 smiles="N=C=C(N)[C@@H](O)CO" e_homo_ev=-7.5424 gap_ev=8.2 lumo_ev=0.65
N 1.959 -1.638 -0.495 0.64 0.02 0.66 -0.626
C 0.839 -1.148 -0.453 -0.32 -0.65 -0.28 0.359
C -0.426 -0.889 -0.228 0.14 0.31 0.15 -0.081
N -1.501 -1.558 -0.868 -0.16 -0.08 -0.44 -0.809
C -0.783 0.325 0.596 1.14 1.10 -1.00 0.079
O -0.451 0.202 1.948 0.12 -0.01 0.53 -0.703
C -0.028 1.589 -0.016 -1.39 -0.22 0.71 -0.078
O 1.356 1.451 0.231 0.10 -0.17 0.03 -0.740
H 2.667 -1.239 -1.106 -0.34 0.00 -0.42 0.365
H -1.188 -2.387 -1.357 -0.15 0.01 0.08 0.372
H -2.232 -1.802 -0.208 0.17 -0.06 -0.01 0.370
H -1.864 0.487 0.550 0.17 0.04 -0.13 0.194
H 0.515 0.184 2.006 -0.10 0.00 0.04 0.479
H -0.422 2.465 0.517 0.08 -0.01 -0.08 0.165
H -0.242 1.698 -1.085 -0.04 -0.19 0.10 0.170
H 1.803 2.261 -0.033 -0.05 -0.09 0.05 0.482


21
Properties=species:S:1:pos:R:3:forces:R:3:nbo_charge:R:1 method="wB97M-V/def2-TZVPD" charge=+1 spin_multiplicity=1 e_homo_ev=-12.9296 gap_ev=9.5 lumo_ev=-3.40
C 0.686 -1.237 -1.987 -0.44 0.84 0.54 -0.628
C -0.040 -1.714 -0.696 -0.67 -1.50 -2.12 -0.490
S -1.863 -1.330 -0.784 0.70 0.17 0.37 -0.056
H 0.589 -0.131 -2.135 0.12 -0.79 0.22 0.194
H 0.209 -1.668 -2.868 0.24 -0.23 0.09 0.238
H 1.762 -1.469 -1.943 -0.50 -0.10 -0.07 0.239
H -0.071 -2.832 -0.686 0.45 0.93 0.09 0.241
H 0.395 -1.365 0.202 0.45 0.42 0.79 0.200
H -2.168 -2.276 0.117 -0.26 0.11 -0.04 0.152
C 0.008 1.017 1.598 0.42 0.39 0.10 -0.222
C 0.810 1.446 0.352 -2.33 -0.13 -0.53 -0.587
S 2.471 0.848 0.350 0.93 -0.51 0.64 0.035
N -1.486 1.170 1.340 0.59 -0.08 1.21 -0.725
H 0.253 1.672 2.435 -0.01 -0.20 0.07 0.230
H 0.184 -0.020 1.888 -0.10 0.08 -0.06 0.230
H 0.805 2.536 0.386 -0.09 0.03 -0.53 0.231
H 0.215 1.049 -0.535 0.97 0.72 0.87 0.231
H 2.645 0.742 -0.962 -0.13 0.08 -0.29 0.150
H -1.982 1.038 2.254 0.26 -0.02 -1.11 0.446
H -1.721 0.399 0.660 -0.56 0.38 -0.07 0.451
H -1.702 2.124 1.014 -0.02 -0.60 -0.18 0.441


21
Properties=species:S:1:pos:R:3:forces:R:3:nbo_charge:R:1 method="wB97M-V/def2-TZVPD" spin_multiplicity=1 e_homo_ev="-6.8267 / -7.8062" gap_ev="6.0 / 8.1" lumo_ev="-0.82 / 0.27"
C -1.059 -0.257 -2.950 3.03 0.83 0.27 0.734
C 0.454 0.468 1.794 -1.22 -0.23 -3.10 -0.598
C -0.408 -0.550 0.976 1.01 -0.17 -3.13 -0.389
C -0.393 -0.007 -0.512 -2.85 1.02 -1.38 -0.393
C -1.079 -0.895 -1.614 -1.25 0.94 1.51 -0.064
C 1.857 0.372 -3.406 -2.67 -1.49 -2.22 0.026
O -1.491 0.318 -3.836 -0.98 -0.14 -0.27 -0.363
O -2.493 -0.878 -1.275 0.28 -1.63 -0.52 -0.705
O 2.469 0.900 -2.408 2.63 1.56 0.98 -0.733
Br 1.445 1.566 -5.019 0.36 -0.27 0.94 -0.100
Br 2.684 -1.289 -4.204 0.06 0.50 0.44 -0.096
H 0.250 1.537 1.621 -0.32 -0.51 -0.33 0.213
H 0.202 0.265 2.747 0.05 -0.51 3.66 0.210
H 1.461 0.292 1.506 1.02 -0.15 0.31 0.217
H -1.478 -0.595 1.194 0.32 -0.11 0.80 0.193
H 0.033 -1.647 0.924 -0.82 2.27 0.54 0.217
H 0.497 0.190 -1.012 2.41 0.56 0.20 0.237
H -1.025 0.978 -0.677 1.34 -1.48 1.05 0.194
H -0.454 -1.809 -1.726 -1.29 -0.20 0.25 0.245
H -2.641 -0.404 -0.448 0.34 -0.09 -0.13 0.480
H 3.395 1.273 -2.596 -1.47 -0.68 0.14 0.474


18
Properties=species:S:1:pos:R:3:forces:R:3:nbo_charge:R:1 method="wB97M-V/def2-TZVPD" charge=+1 spin_multiplicity=1 smiles="C=N/C=C/CC[NH3+]" e_homo_ev=-12.8061 gap_ev=9.4 lumo_ev=-3.45
C 2.319 -2.039 0.258 1.32 0.80 -0.63 0.005
N 1.855 -0.860 0.406 -1.28 -2.27 -0.99 -0.424
C 0.498 -0.771 0.856 1.88 0.86 0.76 0.011
C -0.528 -0.633 0.010 -2.22 -0.04 0.35 -0.339
C -1.697 0.307 0.361 1.15 -1.46 1.80 -0.477
C -1.760 1.557 -0.472 0.78 1.56 -1.89 -0.166
N -0.337 1.845 -1.101 0.79 -1.27 0.57 -0.714
H 1.971 -2.923 0.770 -0.69 -0.31 -0.19 0.173
H 3.181 -2.167 -0.419 0.01 0.10 0.82 0.191
H 0.495 -0.660 1.947 -0.63 1.10 -0.32 0.216
H -0.806 -1.308 -0.793 1.31 0.35 -0.89 0.237
H -2.640 -0.253 0.406 0.00 0.61 -0.22 0.261
H -1.407 0.618 1.373 -0.66 0.11 0.07 0.226
H -1.944 2.474 0.075 -0.58 -0.14 0.15 0.236
H -2.344 1.500 -1.386 -0.60 -0.04 0.38 0.224
H 0.101 2.688 -1.485 -1.27 0.74 0.42 0.453
H 0.284 1.554 -0.333 0.37 -0.32 -0.58 0.450
H -0.238 1.187 -1.875 0.33 -0.38 0.37 0.437


16
Properties=species:S:1:pos:R:3:forces:R:3:nbo_charge:R:1 method="wB97M-V/def2-TZVPD" charge=+1 spin_multiplicity=1 e_homo_ev=-13.1407 gap_ev=8.0 lumo_ev=-5.10
C 1.468 1.163 0.057 0.63 -3.87 0.49 -0.227
C 0.716 0.338 -1.098 2.17 1.08 1.64 -0.108
C -1.018 -1.059 -0.131 -1.10 -0.44 1.17 0.452
C -1.437 -2.330 0.488 1.84 -0.69 -0.06 -0.753
N 0.634 2.208 0.426 -2.11 4.14 3.07 -0.893
O 0.153 -0.889 -0.515 -0.29 0.29 -0.55 -0.379
I -2.565 0.233 -0.017 -0.28 1.26 -0.56 0.385
H 1.752 0.274 0.857 -0.59 2.57 -1.48 0.199
H 2.407 1.585 -0.317 -0.13 -0.57 -0.18 0.236
H 0.095 1.046 -1.591 -1.55 -0.10 -0.11 0.233
H 1.412 -0.024 -1.797 0.87 -0.79 -0.81 0.220
H -2.176 -2.825 -0.066 -0.99 -0.59 -1.67 0.293
H -2.009 -2.234 1.379 0.07 0.69 1.17 0.288
H -0.617 -3.023 0.602 0.32 -0.10 0.17 0.262
H 0.167 2.369 1.379 1.03 -1.64 -1.69 0.398
H 1.019 3.169 0.344 0.14 -1.22 -0.59 0.394


16
Properties=species:S:1:pos:R:3:forces:R:3:nbo_charge:R:1 method="wB97M-V/def2-TZVPD" charge=+1 spin_multiplicity=1 e_homo_ev="-13.6614 / -14.1043" gap_ev="8.7 / 9.5" lumo_ev="-4.94 / -4.64"
C 0.859 1.394 0.549 0.01 -0.09 0.17 -0.405
C 1.660 0.433 -0.280 -0.05 -0.02 0.12 -0.408
C -0.771 0.391 -1.275 -0.65 -1.71 1.83 -0.231
C -1.592 -1.360 0.205 0.69 1.70 -1.56 -0.180
C 0.184 0.230 -0.109 0.16 0.57 -0.77 0.014
N -0.275 -0.898 0.747 0.04 -0.48 0.50 -0.537
H 0.980 1.367 1.623 0.07 -0.07 0.09 0.232
H 0.674 2.386 0.168 -0.14 0.01 -0.15 0.256
H 2.012 0.756 -1.248 -0.09 -0.01 -0.10 0.255
H 2.335 -0.242 0.223 0.08 -0.07 0.15 0.234
H -0.542 -0.077 -2.213 0.10 -0.11 -0.26 0.216
H -1.496 1.183 -1.257 -0.13 0.20 -0.01 0.217
H -2.468 -0.972 0.688 -0.01 0.07 0.21 0.225
H -1.605 -2.315 -0.284 0.14 -0.16 0.01 0.226
H -0.368 -0.611 1.731 0.05 -0.07 -0.24 0.442
H 0.413 -1.667 0.731 -0.28 0.24 0.00 0.444


Max |F| for the records above, in order: 1.868, 2.680, 3.774, 2.789, 5.567, 2.591 eV/Å
ΔE to the lowest compared entry with this formula, charge and spin for the records above, in order: 3.3378, 0.8921, 5.8903, 3.1699, 2.0634, 4.0586 eV